Record 1
Computed, not measured: a 15-piece molecular cluster, C38H106O23 overall at a distorted geometry, with ωB97M-V with the def2-TZVPD basis set.

Geometry as XYZ:
```
167
Properties=species:S:1:pos:R:3:forces:R:3:mulliken_charge:R:1
C 7.0387 3.4120 7.3103 0.075 -0.413 0.228 -0.628
O 5.6150 3.3758 7.1004 0.240 -1.069 -0.552 -0.359
C 5.0427 2.0404 7.2638 0.015 1.352 -0.377 -0.588
C 5.2276 1.0728 6.0922 -0.318 1.028 1.142 -0.429
O 6.5745 0.8079 5.9618 1.203 -1.627 -0.421 -0.288
C 6.7748 -0.1475 4.9082 0.172 1.029 -0.158 -0.756
H 7.2800 3.3838 8.3729 -0.206 0.332 0.334 0.281
H 7.4824 4.3007 6.8615 -0.474 0.171 0.063 0.267
H 7.5999 2.5656 6.9143 -0.470 -0.103 -0.392 0.242
H 3.9601 2.1442 7.3371 -0.061 0.503 0.153 0.307
H 5.3899 1.7138 8.2441 0.172 -0.772 -0.185 0.344
H 4.7945 1.4457 5.1641 0.069 0.612 -0.199 0.373
H 4.5950 0.2115 6.3070 0.204 -0.662 0.294 0.377
H 6.5879 0.4282 4.0016 -0.634 -0.542 -0.482 0.324
H 6.1376 -1.0171 5.0688 -0.130 0.015 -0.322 0.282
H 7.8040 -0.4748 4.7612 0.143 0.148 0.861 0.252
C 8.4948 6.2386 2.3099 -0.674 0.339 -0.374 -0.788
O 9.6532 7.0284 2.5366 -0.245 0.307 0.070 -0.282
C 9.4005 8.4057 2.9374 -0.098 -1.655 -0.090 -0.455
C 10.6946 9.1186 3.2558 1.701 0.068 0.282 -0.495
O 11.5574 8.3478 4.1016 -0.010 -0.054 -0.351 -0.290
C 12.8429 8.8900 4.4372 -0.697 -1.515 1.128 -0.786
H 8.7189 5.2441 1.9240 0.748 -0.008 0.597 0.291
H 7.8139 6.5754 1.5282 0.213 0.940 -0.487 0.315
H 7.8023 6.1727 3.1491 0.425 -0.151 0.648 0.302
H 8.7521 8.4089 3.8136 -0.144 -0.062 0.129 0.313
H 8.8792 8.8735 2.1023 0.001 0.471 0.066 0.337
H 10.5418 10.0629 3.7785 -0.648 0.265 -0.128 0.352
H 11.2575 9.3630 2.3550 -0.088 -0.070 -0.383 0.304
H 13.2768 8.0832 5.0280 0.125 -0.263 -0.086 0.267
H 12.7717 9.6576 5.2078 -0.084 0.815 -0.589 0.314
H 13.5749 9.0385 3.6433 -0.527 0.565 -0.426 0.302
C -1.5967 -1.6975 -7.4711 0.002 0.806 0.547 -0.804
O -1.3495 -1.5032 -8.8371 0.595 0.694 -0.315 -0.307
C -1.5233 -2.6302 -9.6468 -0.301 -0.698 -0.723 -0.532
C -1.5842 -2.2865 -11.1678 0.582 0.299 0.772 -0.514
O -0.2490 -2.0113 -11.6545 -1.377 -0.340 0.426 -0.300
C -0.2239 -1.5892 -13.0081 0.549 -0.230 0.593 -0.712
H -0.9885 -2.4850 -7.0261 -0.255 -0.387 -0.092 0.313
H -2.6575 -1.7340 -7.2232 -0.330 -0.958 -0.318 0.325
H -1.3542 -0.7939 -6.9118 0.620 0.269 -0.419 0.280
H -2.3855 -3.1593 -9.2408 -0.768 -0.037 -0.719 0.420
H -0.7617 -3.4045 -9.5548 0.809 0.250 0.275 0.307
H -2.2510 -1.4386 -11.3241 0.088 0.375 0.026 0.328
H -1.9991 -3.0983 -11.7653 -0.063 -0.411 0.239 0.367
H -0.7296 -2.2426 -13.7190 -0.268 -0.414 0.184 0.300
H 0.8428 -1.6445 -13.2251 -0.111 0.546 -0.425 0.244
H -0.6612 -0.5967 -13.1167 0.225 0.236 -0.049 0.286
C -2.1522 -3.1733 7.6419 -0.238 -0.684 0.384 -0.647
O -3.5267 -3.2321 7.3136 -0.744 -0.184 0.101 -0.291
C -4.2744 -4.2820 7.9490 0.896 -0.491 0.088 -0.573
C -3.8504 -5.7346 7.5203 0.723 1.322 -1.043 -0.514
O -3.7899 -5.8135 6.1044 -1.294 -0.821 -0.560 -0.265
C -3.1690 -6.9943 5.5924 0.449 0.934 0.057 -0.794
H -1.6444 -4.0582 7.2583 0.219 -0.107 0.102 0.218
H -2.0644 -3.1232 8.7272 0.307 -0.092 0.204 0.299
H -1.6393 -2.3064 7.2252 -0.586 0.128 -0.222 0.242
H -5.3313 -4.0194 7.9026 -0.038 -0.309 -1.142 0.372
H -4.1958 -4.2757 9.0361 0.844 0.161 0.439 0.358
H -4.4688 -6.4926 8.0011 -0.255 -0.055 -0.066 0.362
H -2.7989 -5.9309 7.7301 0.098 0.138 1.316 0.318
H -3.1338 -6.8605 4.5112 -0.053 -0.112 0.082 0.249
H -3.5983 -7.9674 5.8305 -0.684 0.158 0.221 0.304
H -2.1448 -7.0404 5.9626 0.339 0.019 0.029 0.360
C 11.3762 -1.6890 -4.3456 -0.679 0.770 0.491 -0.620
O 10.6993 -1.0176 -3.2776 -0.085 0.507 0.285 -0.337
C 9.9627 0.1627 -3.6162 -0.516 -0.756 -0.489 -0.605
C 8.6531 -0.0978 -4.4002 0.823 -0.605 1.340 -0.402
O 7.8406 -1.0497 -3.6588 -0.353 1.327 -1.319 -0.279
C 6.4920 -1.1242 -4.1421 -0.094 -1.414 0.598 -0.802
H 10.6484 -1.8847 -5.1330 0.282 -0.215 -0.304 0.268
H 11.7913 -2.6209 -3.9617 -0.265 0.064 0.102 0.228
H 12.2095 -1.0811 -4.6980 0.013 0.119 -0.292 0.269
H 10.5380 0.8705 -4.2129 0.406 -0.060 -0.309 0.376
H 9.6929 0.7328 -2.7272 0.233 -0.592 0.450 0.348
H 8.9369 -0.4472 -5.3929 -0.495 -0.282 -0.211 0.301
H 8.2133 0.8970 -4.4707 -0.555 -0.051 -0.167 0.356
H 6.3780 -1.5707 -5.1299 0.514 0.654 -0.604 0.317
H 5.8468 -0.2565 -4.0046 0.531 0.516 -0.197 0.300
H 5.9885 -1.9093 -3.5780 0.239 0.020 0.627 0.283
C -5.7542 -10.7066 -7.4819 0.428 0.996 1.087 -0.688
O -5.9034 -9.4342 -6.7803 1.089 -0.445 0.687 -0.348
C -4.9148 -9.2283 -5.6880 -1.230 0.374 -1.286 -0.442
C -5.2265 -7.9813 -4.8350 0.490 -1.806 -0.491 -0.601
O -6.3983 -8.0378 -4.0943 -0.994 -0.046 0.352 -0.349
C -6.4352 -9.0896 -3.1425 -0.522 -0.048 0.213 -0.740
H -4.7081 -10.9379 -7.6828 0.235 0.221 -0.110 0.306
H -6.2782 -10.6573 -8.4364 -0.176 0.113 0.296 0.246
H -6.1108 -11.5144 -6.8429 -0.348 -0.105 -0.105 0.274
H -3.9636 -8.9340 -6.1316 0.343 -0.591 -0.202 0.364
H -4.8302 -10.1285 -5.0792 0.071 -0.105 -0.073 0.369
H -5.1602 -7.1462 -5.5323 -0.592 0.350 0.481 0.345
H -4.4086 -7.9601 -4.1148 0.582 0.365 -0.059 0.404
H -7.2913 -8.9575 -2.4810 0.000 0.543 -0.095 0.256
H -5.5529 -9.1426 -2.5046 0.355 0.216 -0.082 0.335
H -6.6138 -10.0873 -3.5435 0.270 -0.032 -0.614 0.268
C 2.5087 7.0790 -4.0547 -0.861 0.524 0.157 -0.585
O 1.1621 7.5742 -4.1857 0.216 0.875 0.508 -0.318
C 0.8995 8.9145 -3.7405 -1.197 0.013 1.018 -0.605
C 0.3920 9.0095 -2.2324 0.910 -1.188 -0.625 -0.489
O 1.4060 8.5945 -1.3065 -0.159 0.019 -1.849 -0.277
C 0.9490 8.3789 -0.0106 0.590 0.579 0.113 -0.709
H 2.8348 7.0659 -3.0146 -0.011 0.094 0.058 0.240
H 3.1698 7.7111 -4.6475 0.238 -0.157 -0.066 0.277
H 2.4742 6.0549 -4.4262 0.126 0.158 -0.118 0.211
H 0.0546 9.2713 -4.3295 -0.462 -0.406 -0.021 0.348
H 1.6047 9.6951 -4.0262 1.025 -0.475 0.416 0.372
H -0.4516 8.3244 -2.1481 -0.105 -0.390 -0.116 0.316
H -0.0354 9.9645 -1.9265 0.350 0.575 -0.362 0.397
H 0.1574 7.6356 0.0834 -0.096 -0.155 -0.154 0.303
H 0.6106 9.3440 0.3665 -0.234 -0.011 0.579 0.294
H 1.8550 8.0621 0.5059 -0.335 -0.060 0.463 0.224
C -3.2496 -1.9421 0.4688 0.094 1.439 -0.033 -0.696
O -2.6658 -0.6185 0.5495 0.023 0.014 0.602 -0.323
C -2.2284 -0.1394 1.8625 -0.856 -1.215 -1.114 -0.532
C -1.3139 1.0388 1.6670 0.693 -1.234 -0.802 -0.540
O -0.1509 0.5566 0.9153 -1.971 -0.703 2.156 -0.271
C 0.4333 1.5778 0.2249 0.584 0.957 -0.156 -0.711
H -2.5060 -2.7376 0.4211 0.183 0.040 0.292 0.250
H -3.7978 -1.9397 -0.4733 0.037 -0.051 0.011 0.240
H -3.9753 -2.1028 1.2661 0.087 -0.148 0.192 0.308
H -1.7940 -0.9995 2.3720 0.516 0.211 0.211 0.348
H -3.0965 0.1638 2.4478 -0.216 0.118 0.075 0.352
H -1.0314 1.4975 2.6145 0.354 -0.278 0.272 0.358
H -1.8541 1.8346 1.1542 0.035 -0.114 -0.608 0.410
H -0.0681 1.6655 -0.7390 0.319 0.427 -0.321 0.269
H 1.5033 1.3823 0.1537 -0.008 -0.042 -0.428 0.224
H 0.3256 2.4855 0.8187 0.143 0.540 -0.339 0.317
O -4.6179 2.2727 7.8492 0.145 0.237 0.007 -0.640
H -4.3189 1.3715 7.9702 0.097 -0.238 0.030 0.319
H -5.5477 2.1906 7.6372 -0.262 -0.025 -0.055 0.321
C -6.6233 5.4816 3.3347 0.312 0.931 -1.196 -0.486
O -5.8551 6.6715 2.9484 -0.771 -1.060 0.637 -0.504
H -6.8443 5.4727 4.4020 0.168 -0.200 -0.053 0.244
H -7.5570 5.5013 2.7726 -0.065 0.305 0.154 0.214
H -6.1078 4.6012 2.9511 0.161 -0.214 0.552 0.233
H -5.1479 6.7059 3.5967 0.200 0.231 -0.090 0.300
C -10.5916 -0.8652 -1.6490 0.328 0.414 0.672 -0.505
O -11.7143 -1.7066 -1.7834 0.014 -0.225 -0.071 -0.484
H -10.2941 -0.3916 -2.5846 -0.160 -0.286 -0.022 0.219
H -10.8133 -0.0929 -0.9125 0.017 0.426 -0.075 0.236
H -9.7756 -1.4395 -1.2103 0.445 0.065 -0.376 0.227
H -11.6382 -2.2265 -0.9800 -0.642 -0.396 -0.128 0.307
C 1.7829 -4.9248 0.5141 -0.036 0.379 -0.495 -0.546
O 1.7939 -3.8994 1.5241 0.130 -0.925 -0.311 -0.489
H 1.0717 -5.7353 0.6732 -0.369 0.259 0.464 0.230
H 1.5545 -4.4807 -0.4547 -0.062 -0.039 -0.097 0.238
H 2.7372 -5.4357 0.3862 0.336 0.400 0.428 0.252
H 1.3842 -3.1147 1.1526 -0.018 -0.033 0.016 0.313
C -8.9269 -8.0514 4.6943 -0.435 -1.361 0.506 -0.543
O -8.3875 -6.8483 4.2613 0.383 0.607 -0.064 -0.467
H -9.8564 -8.3279 4.1966 0.145 0.244 -0.243 0.233
H -8.1671 -8.8151 4.5283 -0.317 -0.597 -0.106 0.224
H -9.1256 -8.0446 5.7660 -0.176 0.062 0.237 0.241
H -7.5120 -6.9638 4.6378 0.416 1.065 -0.327 0.312
C -9.3851 -0.0589 5.3070 -0.459 -2.182 -2.850 -0.607
O -9.0925 0.4369 6.5383 -0.160 1.005 0.992 -0.467
H -10.4341 -0.2836 5.1138 -0.552 0.283 0.454 0.265
H -9.0951 0.5470 4.4485 0.409 0.436 0.083 0.257
H -8.9565 -1.0450 5.1283 0.566 0.055 0.363 0.241
H -9.6861 1.1913 6.5443 0.215 0.415 0.965 0.311
C -4.0902 4.6235 -4.5320 -1.772 -1.082 -1.494 -0.413
O -5.0904 3.7374 -5.1903 1.202 0.338 0.222 -0.529
H -4.1314 5.5834 -5.0468 -0.124 0.323 0.546 0.230
H -4.3621 4.6225 -3.4765 0.700 0.410 0.004 0.235
H -3.1163 4.2134 -4.7992 -0.133 -0.255 0.559 0.186
H -5.9840 4.0022 -4.9600 0.132 0.266 0.164 0.292
```
Forces are in eV/Å.

Record 2
Computed, not measured: a 10-piece molecular cluster, H20O10 overall, with ωB97M-V with the def2-TZVPD basis set.

Geometry as XYZ:
```
30
Properties=species:S:1:pos:R:3:forces:R:3:mulliken_charge:R:1
O 1.9747 1.1443 -5.0345 -0.170 0.189 0.144 -0.645
H 1.9580 0.1883 -4.9898 0.072 -0.357 0.148 0.321
H 1.9440 1.3413 -5.9708 0.027 0.110 -0.240 0.323
O -2.1128 -0.3372 4.8868 0.325 -0.047 0.039 -0.624
H -2.7956 -0.2986 4.2171 -0.170 0.021 -0.264 0.321
H -2.5413 -0.0268 5.6845 -0.099 0.066 0.206 0.309
O -1.6676 0.7566 -3.3758 -0.064 0.013 0.263 -0.644
H -0.9562 1.1129 -3.9079 0.321 0.158 -0.138 0.334
H -2.0456 0.0617 -3.9149 -0.145 -0.180 -0.095 0.311
O -0.7138 -4.9370 0.1444 -0.172 -0.269 0.000 -0.650
H 0.1340 -5.0857 -0.2744 0.212 -0.033 -0.054 0.310
H -0.7935 -3.9843 0.1933 -0.016 0.416 0.059 0.331
O -4.5279 2.1054 1.8458 -0.107 -0.104 0.248 -0.637
H -5.0400 2.2030 1.0431 -0.146 -0.012 -0.185 0.310
H -3.6811 2.5014 1.6400 0.337 0.084 -0.049 0.326
O -0.3054 -1.1368 -0.0249 0.032 -0.422 0.079 -0.637
H -0.5633 -0.3640 0.4776 -0.069 0.290 0.174 0.326
H -0.2215 -0.8210 -0.9246 -0.001 0.133 -0.273 0.316
O -0.4653 2.6075 0.9543 -0.287 -0.177 0.008 -0.630
H 0.1337 2.9020 1.6405 0.174 -0.014 0.275 0.315
H -0.1394 3.0238 0.1564 0.064 0.076 -0.268 0.318
O 2.2461 -2.8701 -3.8954 0.007 0.280 0.064 -0.636
H 1.4430 -3.3897 -3.9296 -0.234 -0.140 0.050 0.320
H 2.7800 -3.2058 -4.6154 0.205 -0.098 -0.156 0.317
O 4.0305 1.2025 1.0903 0.089 0.116 -0.275 -0.640
H 3.1796 1.1250 1.5218 -0.283 -0.083 0.170 0.317
H 4.6683 1.0692 1.7916 0.144 -0.044 0.166 0.317
O 1.5715 1.0568 4.1961 0.230 0.120 -0.270 -0.625
H 0.9721 0.3608 4.4653 -0.285 -0.253 0.005 0.321
H 1.5347 1.6944 4.9091 0.010 0.160 0.169 0.305
```
Forces are in eV/Å.

Relative energy (zero: lowest compared OMol25 entry of this formula, charge and spin) readings, ordered: 0.000; 3.266 eV
LUMO energy readings, ordered: 0.132; 0.224 eV
Frontier orbital gap readings, ordered: 0.35230; 0.41510 Eh